Entry 1:
{"formula": "C40H62FN4O18", "method": "ωB97M-V with the def2-TZVPD basis set", "symbols": ["F", "O", "O", "O", "O", "O", "O", "O", "O", "O", "O", "O", "O", "O", "O", "O", "O", "O", "O", "N", "N", "N", "N", "C", "C", "C", "C", "C", "C", "C", "C", "C", "C", "C", "C", "C", "C", "C", "C", "C", "C", "C", "C", "C", "C", "C", "C", "C", "C", "C", "C", "C", "C", "C", "C", "C", "C", "C", "C", "C", "C", "C", "C", "H", "H", "H", "H", "H", "H", "H", "H", "H", "H", "H", "H", "H", "H", "H", "H", "H", "H", "H", "H", "H", "H", "H", "H", "H", "H", "H", "H", "H", "H", "H", "H", "H", "H", "H", "H", "H", "H", "H", "H", "H", "H", "H", "H", "H", "H", "H", "H", "H", "H", "H", "H", "H", "H", "H", "H", "H", "H", "H", "H", "H", "H"], "positions_angstrom": [[7.111, -5.756, -2.245], [7.875, 2.433, 5.081], [-9.463, -1.970, -0.528], [2.574, 2.135, -0.903], [7.059, 0.410, 5.768], [4.691, 2.209, 1.883], [-7.966, -1.065, 0.945], [-0.404, -1.229, -4.510], [-4.041, -0.416, -1.826], [-8.084, 2.360, -2.117], [-4.798, -0.069, -3.956], [-0.422, -3.319, -5.438], [5.750, 0.319, 1.150], [0.239, 2.863, -3.421], [1.758, 0.112, -0.216], [2.047, 3.342, 6.550], [-10.286, 1.895, -2.528], [-0.517, 3.210, -5.551], [3.888, 2.055, 6.979], [1.939, -3.176, -0.570], [2.895, -5.435, -0.319], [5.268, -4.722, -0.862], [4.520, -3.561, -0.984], [-10.293, -0.406, 1.018], [-1.625, 1.772, -2.542], [3.452, 2.574, -1.938], [6.752, -4.993, -1.025], [3.876, 2.542, 3.006], [-1.758, -2.882, -7.299], [-6.024, -1.513, -2.450], [-8.356, 4.108, -0.598], [4.326, 1.387, -2.247], [2.018, 1.747, 8.369], [-10.842, -1.759, -0.828], [-9.425, 2.479, -1.890], [7.797, 1.070, 5.055], [3.254, 1.242, 3.444], [3.090, -3.964, -0.640], [-9.674, 3.388, -0.725], [-0.771, -3.857, -6.713], [-11.440, -1.190, 0.432], [4.350, -5.899, -0.483], [-4.922, -0.581, -2.856], [4.319, 0.232, 3.099], [3.407, 0.222, -1.983], [4.189, 0.986, 7.875], [2.616, 2.492, 7.215], [8.708, 0.519, 4.001], [9.628, 1.684, 3.736], [4.999, 0.880, 1.931], [-9.103, -1.167, 0.516], [-7.374, 3.093, -1.121], [-0.158, 2.037, -2.327], [-0.641, 2.697, -4.451], [7.664, -3.611, -0.820], [-1.295, -1.563, -6.734], [8.753, 2.871, 4.046], [2.496, 0.773, -0.929], [-0.678, -1.977, -5.433], [-4.439, -1.242, -0.732], [-5.906, -1.507, -0.947], [3.237, 1.156, 9.030], [-1.743, 1.766, -4.045], [9.337, 3.728, 4.395], [4.750, -6.993, -0.330], [4.513, 2.980, 3.782], [-8.356, 4.992, -1.247], [9.258, -0.350, 4.369], [7.057, -5.688, -0.104], [-10.327, -0.402, 2.110], [-3.843, -2.160, -0.754], [2.353, 1.043, 2.851], [4.731, 1.403, -3.263], [0.028, 2.559, -1.384], [-0.529, -1.098, -7.361], [0.138, -3.942, -7.317], [-6.249, -2.433, -0.478], [4.041, 0.037, 7.350], [-1.547, 0.776, -4.465], [2.816, -0.039, -2.866], [-5.828, -2.503, -2.870], [2.850, 2.882, -2.800], [-2.766, -3.107, -6.929], [2.970, 1.235, 4.500], [8.117, 0.259, 3.118], [7.690, -3.340, 0.332], [-4.252, -0.720, 0.211], [-1.969, 0.846, -2.073], [-11.714, -2.005, 1.114], [3.122, 3.276, 2.709], [4.876, -2.617, -1.250], [-10.914, -1.065, -1.672], [5.170, 1.355, -1.547], [10.471, 1.652, 4.437], [-2.216, 2.599, -2.130], [-10.256, 0.614, 0.627], [-6.997, -1.139, -2.778], [8.151, 3.179, 3.184], [-2.132, -0.879, -6.573], [-7.043, 2.396, -0.344], [1.347, 0.973, 7.986], [8.767, -3.902, -1.118], [3.037, 0.222, 9.563], [-1.788, -2.904, -8.392], [0.438, 1.119, -2.349], [10.033, 1.701, 2.721], [1.485, 2.423, 9.041], [7.288, -2.735, -1.499], [3.650, 1.874, 9.749], [-10.492, 4.082, -0.933], [-2.716, 2.140, -4.373], [3.956, -0.648, -1.615], [-8.133, 4.437, 0.421], [-11.308, -2.708, -1.108], [-6.497, -0.680, -0.535], [-9.894, 2.783, 0.160], [0.964, -3.585, -0.660], [-6.496, 3.568, -1.569], [5.233, 1.056, 8.194], [-1.207, -4.852, -6.585], [5.042, 0.110, 3.910], [2.105, -2.149, -0.447], [3.884, -0.730, 2.819], [-12.334, -0.588, 0.251], [4.036, 3.430, -1.589]], "forces_ev_per_angstrom": [[-1.4, 2.2, 2.6], [-0.4, -0.9, 0.4], [0.9, 0.3, 0.8], [-0.4, -1.6, 0.6], [0.9, 1.4, -0.8], [0.7, -1.2, -0.7], [-1.8, -0.5, -0.6], [-0.1, -1.6, -0.9], [-0.1, 0.3, -0.8], [-0.9, -0.2, -0.3], [0.4, -0.4, 1.9], [0.0, 0.8, 0.6], [-0.8, 0.9, 0.3], [0.1, 0.3, -0.7], [0.8, 0.7, -0.4], [1.4, -1.3, 0.7], [1.7, 0.7, 0.7], [0.3, -0.5, 1.9], [-0.7, 0.6, -0.3], [2.9, -0.3, -0.3], [8.2, 2.9, -2.1], [-1.6, -5.2, 1.0], [-4.6, -1.8, 1.1], [-0.4, -0.1, 0.3], [-0.6, -0.4, 0.6], [0.3, 0.8, -0.6], [1.9, 0.4, 1.4], [-0.5, 0.8, 0.7], [-0.6, -0.1, -0.7], [-0.4, 0.0, 0.3], [0.1, 0.8, 0.5], [1.0, -0.1, -0.3], [0.0, 0.0, 0.6], [-0.7, -0.1, -0.7], [-1.4, -1.2, -1.0], [-1.3, -0.8, 1.0], [-0.8, -0.2, 0.5], [-0.4, -2.1, 0.3], [0.0, 0.6, 0.1], [0.0, -0.7, -0.5], [-0.9, 0.0, 0.3], [-2.5, 4.8, -0.6], [0.1, 0.6, -2.0], [-0.4, -0.1, 0.1], [0.4, 0.0, -0.2], [0.7, -0.5, 0.2], [-1.0, 1.3, -1.2], [0.5, -0.1, -0.1], [0.8, -0.1, -0.4], [0.8, -0.2, -0.6], [1.7, 0.3, 0.4], [0.8, 0.1, 0.2], [0.0, -0.1, 0.7], [0.0, 0.5, -2.2], [0.1, -1.0, -0.3], [-0.5, 0.0, -0.2], [0.3, 0.7, -0.4], [-0.9, 0.0, 0.8], [0.6, 1.2, 1.2], [0.1, -0.3, 0.7], [-0.5, -0.2, 0.4], [0.0, -0.3, 0.8], [-0.5, 0.1, 0.2], [-0.3, -0.1, 0.1], [-0.8, 2.6, -0.4], [-0.1, -0.1, -0.1], [0.0, -0.1, 0.1], [-0.4, 0.0, -0.1], [-0.9, 1.3, -2.4], [0.3, 0.3, -0.2], [0.0, 0.1, 0.0], [0.1, 0.1, 0.1], [-0.1, 0.1, 0.1], [0.2, 0.0, -0.3], [-0.1, 0.1, 0.1], [0.0, 0.0, 0.1], [0.1, 0.3, 0.0], [0.0, 0.1, 0.0], [0.0, 0.2, 0.0], [-0.1, -0.1, 0.1], [-0.1, 0.1, -0.2], [0.0, 0.0, 0.1], [0.2, 0.0, -0.1], [0.1, 0.2, -0.2], [0.0, -0.1, 0.1], [-0.4, -0.5, -2.5], [0.2, 0.0, -0.3], [0.1, 0.2, -0.1], [0.0, 0.1, -0.1], [0.3, -0.1, -0.1], [-0.3, -1.4, 0.4], [0.0, 0.0, 0.1], [-0.1, 0.0, -0.1], [-0.1, 0.0, -0.1], [0.1, -0.1, 0.0], [0.1, -0.1, 0.1], [0.3, -0.2, -0.3], [0.0, 0.0, 0.1], [0.4, 0.2, 0.0], [0.0, 0.0, -0.1], [-0.1, 0.2, 0.0], [-2.4, 0.6, 0.5], [0.1, 0.1, -0.1], [0.0, -0.1, 0.2], [-0.1, 0.0, -0.1], [-0.1, 0.1, 0.2], [-0.2, -0.1, -0.4], [0.8, -1.7, 1.4], [0.0, -0.2, -0.1], [-0.1, -0.4, 0.1], [0.3, -0.2, -0.3], [-0.3, 0.0, 0.0], [0.1, -0.1, -0.2], [0.3, 0.1, 0.0], [0.3, -0.4, -0.1], [-0.1, 0.1, -0.1], [2.1, 0.6, 0.3], [-0.1, -0.3, -0.1], [-0.2, 0.0, -0.4], [0.2, 0.2, 0.2], [0.1, -0.1, -0.1], [-0.9, -0.9, -0.3], [0.4, 0.0, 0.0], [0.1, -0.1, -0.1], [-0.3, -0.1, 0.1]], "lowdin_charge": [-0.0577, 0.0328, 0.0310, 0.0251, 0.0884, 0.0249, 0.0767, 0.0836, 0.0044, 0.0277, 0.0971, 0.0227, 0.0598, 0.0198, 0.0772, 0.0961, 0.0963, 0.0984, 0.0112, 0.1593, 0.1102, -0.0877, 0.1243, -0.0767, -0.1477, -0.1409, -0.2330, -0.1455, -0.1624, -0.0727, -0.1627, -0.1472, -0.0862, -0.1596, -0.4636, -0.4595, -0.1457, -0.1970, -0.0865, -0.1711, -0.1577, 0.0917, -0.4519, -0.0753, -0.0823, -0.1730, -0.4684, -0.0848, -0.1636, -0.4670, -0.4415, -0.1692, -0.1715, -0.4502, -0.0349, -0.0783, -0.1642, -0.4777, -0.4506, -0.1603, -0.1758, -0.1663, -0.0826, 0.1322, 0.1668, 0.1346, 0.1267, 0.1325, 0.1751, 0.1351, 0.1255, 0.1232, 0.1277, 0.1312, 0.1423, 0.1296, 0.1236, 0.1287, 0.1038, 0.1429, 0.1363, 0.1292, 0.1268, 0.1099, 0.1251, 0.1108, 0.1308, 0.1068, 0.1249, 0.1372, 0.1601, 0.1293, 0.1178, 0.1258, 0.1281, 0.1135, 0.1341, 0.1295, 0.1356, 0.1266, 0.1360, 0.1094, 0.1221, 0.1250, 0.1108, 0.1228, 0.1336, 0.0878, 0.1260, 0.1354, 0.1338, 0.0949, 0.1233, 0.1310, 0.0970, 0.1179, 0.1638, 0.1311, 0.1292, 0.1294, 0.1238, 0.0958, 0.1277, 0.1258, 0.1389], "charge": 1, "e_lumo_ev": -3.91, "homo_lumo_gap_ev": 7.1, "multiplicity": 1}

***

Entry 2:
{"formula": "C40H63BGe2N8OOs", "method": "ωB97M-V with the def2-TZVPD basis set", "symbols": ["Os", "Ge", "Ge", "O", "N", "N", "N", "N", "N", "N", "N", "N", "C", "C", "C", "C", "C", "C", "C", "C", "C", "C", "C", "C", "C", "C", "C", "C", "C", "C", "C", "C", "C", "C", "C", "C", "C", "C", "C", "C", "C", "C", "C", "C", "C", "C", "C", "C", "C", "C", "C", "C", "B", "H", "H", "H", "H", "H", "H", "H", "H", "H", "H", "H", "H", "H", "H", "H", "H", "H", "H", "H", "H", "H", "H", "H", "H", "H", "H", "H", "H", "H", "H", "H", "H", "H", "H", "H", "H", "H", "H", "H", "H", "H", "H", "H", "H", "H", "H", "H", "H", "H", "H", "H", "H", "H", "H", "H", "H", "H", "H", "H", "H", "H", "H", "H"], "positions_angstrom": [[-0.544, 0.027, -0.073], [2.055, -0.589, 0.625], [4.256, 1.215, 0.037], [0.769, 1.627, -0.788], [-2.978, 1.705, -0.070], [-1.842, 1.749, 0.677], [-2.726, 0.256, -2.116], [-3.199, -0.811, 0.128], [-1.983, -1.269, 0.580], [-0.008, 2.480, -2.745], [-1.459, -0.221, -2.208], [1.136, 3.795, -1.261], [-4.180, -1.628, 0.539], [3.577, -0.539, 3.185], [0.624, 2.605, -1.577], [-1.319, -3.398, 2.005], [-1.581, 3.614, 3.613], [-3.231, 0.463, -3.348], [4.112, 1.173, -1.950], [3.788, 2.956, 0.902], [-5.621, -1.496, 0.263], [0.152, -3.002, 2.109], [-1.772, 2.962, 1.257], [-2.225, -2.408, 1.300], [4.677, -3.761, -0.511], [-0.798, 3.454, 2.295], [2.796, -2.322, -0.113], [-0.242, 4.835, 1.912], [-4.891, 3.252, -0.661], [0.354, 2.477, 2.539], [1.945, -3.288, -0.639], [-2.252, 0.102, -4.265], [-1.156, -0.333, -3.519], [-3.593, -2.646, 1.280], [-1.833, -3.617, 3.441], [1.185, -0.420, 3.444], [0.083, -0.912, -4.147], [2.599, -0.519, 5.377], [-4.564, 1.011, -3.670], [1.116, -1.322, -3.102], [-1.404, -4.734, 1.246], [-2.878, 3.707, 0.846], [0.707, 0.094, -5.126], [6.104, 0.719, 0.582], [3.830, -4.711, -1.054], [3.718, -0.572, 4.563], [-3.629, 2.880, 0.014], [-0.346, -2.163, -4.938], [2.307, -0.488, 2.626], [4.164, -2.552, -0.068], [1.330, -0.469, 4.819], [2.462, -4.488, -1.094], [-3.456, 0.421, -0.769], [3.094, 1.218, -2.319], [5.738, -3.951, -0.452], [4.704, -0.622, 5.001], [0.390, 4.786, 1.029], [0.401, -2.229, 1.370], [-6.153, -2.300, 0.763], [1.024, 4.596, -1.861], [4.458, -0.585, 2.558], [-4.123, -3.458, 1.730], [0.874, -3.114, -0.672], [-0.869, -4.686, 0.300], [-4.798, 0.799, -4.710], [-5.564, 2.413, -0.810], [1.799, -5.247, -1.481], [-1.040, 5.544, 1.717], [-4.675, 3.691, -1.637], [0.348, 5.221, 2.741], [-6.011, -0.544, 0.619], [1.593, 3.930, -0.371], [0.600, 1.909, 1.635], [4.018, 3.742, 0.185], [0.535, -2.693, -5.292], [-5.399, 4.011, -0.070], [4.419, 3.103, 1.776], [6.723, 1.483, 0.115], [-2.316, 4.410, 3.546], [-0.322, 1.569, -3.062], [2.715, -0.498, 6.449], [-0.066, 3.245, -3.397], [6.257, 0.776, 1.656], [-2.428, -5.027, 1.044], [-0.931, -2.833, -4.311], [0.745, -2.178, -2.548], [-4.606, 0.500, -0.968], [0.195, -0.362, 2.999], [-5.344, 0.591, -3.045], [-0.007, 0.421, -5.876], [0.084, 1.786, 3.330], [-2.823, -4.057, 3.460], [0.796, -3.862, 1.934], [1.531, -0.381, -5.649], [0.458, -0.470, 5.453], [4.236, -5.622, -1.465], [-2.338, 0.118, -5.333], [-1.863, -2.682, 3.995], [4.591, 0.273, -2.326], [-4.581, 2.093, -3.544], [-2.097, 2.693, 3.875], [2.040, -1.613, -3.596], [6.439, -0.242, 0.207], [1.236, 3.016, 2.877], [4.664, 2.036, -2.313], [-0.887, 3.862, 4.411], [1.110, 0.970, -4.622], [4.832, -1.801, 0.332], [-0.951, -5.511, 1.856], [0.379, -2.623, 3.099], [-1.162, -4.300, 3.953], [2.752, 3.027, 1.212], [1.334, -0.507, -2.405], [-5.819, -1.554, -0.806], [-3.129, 4.711, 1.122], [-0.948, -1.892, -5.801]], "forces_ev_per_angstrom": [[0.2, 1.2, -0.5], [0.5, -1.3, 1.0], [0.7, 1.0, -0.5], [-0.4, -1.6, 1.0], [-0.9, 0.3, -0.1], [0.9, -1.3, -0.4], [-0.7, 0.1, -0.6], [-0.9, 0.2, -0.2], [0.8, 0.6, -0.3], [0.0, -0.1, 0.2], [0.7, 0.0, 1.2], [0.2, -0.2, 0.2], [0.7, -0.3, 0.3], [0.2, -0.1, -0.1], [-0.5, 0.8, -1.0], [0.4, -0.1, 0.0], [0.1, 0.0, -0.1], [0.6, -0.2, -0.2], [-0.1, -0.3, 0.7], [0.1, -0.7, -0.2], [-0.3, 0.2, -0.2], [-0.2, 0.0, 0.0], [-0.3, 0.8, -0.1], [-0.6, -0.7, 0.4], [0.1, 0.1, -0.1], [0.3, -0.1, 0.1], [-0.6, 1.0, 0.0], [-0.2, -0.2, 0.0], [-0.2, 0.0, -0.2], [-0.4, 0.1, 0.0], [-0.2, 0.0, 0.1], [0.2, 0.0, 0.7], [-0.3, 0.0, -0.5], [0.5, 0.6, -0.3], [-0.1, 0.1, -0.2], [-0.1, 0.1, -0.1], [0.4, -0.1, 0.1], [0.0, 0.0, 0.1], [-0.3, 0.1, 0.1], [-0.4, 0.1, -0.2], [-0.1, 0.1, 0.0], [0.2, -0.7, -0.2], [-0.1, -0.1, 0.1], [-0.8, -0.2, 0.1], [0.0, -0.1, 0.0], [0.1, 0.1, 0.0], [0.6, 0.3, 0.5], [0.0, 0.1, 0.1], [-0.4, 0.3, -1.0], [0.1, 0.2, 0.2], [-0.1, 0.0, -0.1], [-0.2, 0.1, 0.0], [0.6, 0.2, 0.0], [-0.1, 0.0, 0.0], [0.1, 0.0, 0.0], [0.1, 0.0, 0.0], [0.0, 0.0, -0.1], [0.1, -0.1, 0.0], [0.0, 0.0, 0.0], [0.0, 0.0, 0.0], [0.1, 0.0, 0.0], [0.0, -0.2, 0.1], [0.1, -0.1, 0.0], [0.0, 0.0, -0.2], [0.0, 0.0, 0.0], [0.0, 0.0, 0.0], [0.0, -0.1, -0.1], [-0.1, 0.1, -0.1], [0.0, 0.0, 0.0], [0.1, 0.0, 0.0], [0.0, 0.1, 0.0], [-0.1, -0.1, -0.1], [0.2, 0.1, 0.1], [0.0, 0.0, -0.2], [0.1, 0.0, -0.1], [0.0, 0.0, 0.0], [0.0, -0.1, 0.0], [0.0, 0.2, -0.1], [-0.1, 0.1, 0.0], [0.0, 0.2, 0.2], [0.0, -0.1, 0.1], [0.0, 0.1, 0.0], [-0.1, 0.0, 0.1], [-0.1, -0.1, 0.0], [0.0, -0.1, 0.0], [0.0, -0.1, 0.1], [-0.3, 0.0, -0.1], [0.1, 0.0, 0.2], [-0.1, -0.1, 0.0], [-0.1, 0.1, -0.1], [0.0, -0.1, 0.0], [-0.2, -0.1, 0.0], [0.1, 0.0, -0.1], [0.1, -0.1, -0.1], [-0.1, 0.1, 0.1], [0.0, -0.1, 0.1], [-0.1, 0.0, -0.2], [0.0, 0.1, 0.1], [0.0, -0.1, 0.0], [0.0, 0.1, 0.0], [0.0, -0.1, 0.0], [0.1, 0.0, 0.1], [-0.1, -0.1, 0.0], [0.1, 0.0, 0.0], [0.1, 0.2, 0.0], [0.1, 0.0, 0.1], [0.1, 0.1, 0.1], [0.1, 0.0, 0.0], [0.1, -0.1, 0.0], [0.1, 0.1, -0.1], [0.1, -0.1, 0.0], [-0.1, -0.1, 0.0], [0.1, 0.1, 0.0], [-0.1, 0.0, -0.1], [-0.1, 0.2, 0.1], [-0.1, 0.0, -0.1]], "lowdin_spin": [2.9471, 0.3859, 0.2201, 0.0775, 0.0124, 0.1267, 0.0100, 0.0025, 0.0786, 0.0028, 0.1269, 0.0033, 0.0492, 0.0316, 0.0060, 0.0032, 0.0006, 0.0161, 0.0735, 0.0420, 0.0088, 0.0372, 0.0170, 0.0267, 0.0029, 0.0013, 0.1055, 0.0003, 0.0041, 0.0169, 0.0265, 0.0137, 0.0161, 0.0281, 0.0024, 0.0391, 0.0011, 0.0269, 0.0031, 0.0159, 0.0011, 0.0169, 0.0002, 0.0263, 0.0187, 0.0026, 0.0214, 0.0004, 0.1290, 0.0252, 0.0080, 0.0059, 0.0027, 0.0003, 0.0004, 0.0003, 0.0000, 0.0316, -0.0001, 0.0001, 0.0030, 0.0011, 0.0058, 0.0000, 0.0003, 0.0003, 0.0007, 0.0000, 0.0014, 0.0000, 0.0026, 0.0001, 0.0137, 0.0063, 0.0000, 0.0004, 0.0009, 0.0072, 0.0001, -0.0002, 0.0014, 0.0003, -0.0002, 0.0001, 0.0000, 0.0022, -0.0001, 0.0117, 0.0004, 0.0000, 0.0000, 0.0004, 0.0017, 0.0000, 0.0008, 0.0009, 0.0010, -0.0001, 0.0000, 0.0009, 0.0000, 0.0015, 0.0000, 0.0013, 0.0126, 0.0000, 0.0000, 0.0036, 0.0000, 0.0010, 0.0000, 0.0009, 0.0093, 0.0029, 0.0011, 0.0001], "charge": 3, "e_lumo_ev": [-9.48, -10.84], "homo_lumo_gap_ev": [6.7, 5.5], "multiplicity": 6}

***

| no. | total energy (eV) |
| --- | --- |
| 1 | -88009.8785 |
| 2 | -172622.1498 |